[1]
The following is a quantum chemistry calculation of a cluster of 2 separate species, C21H16F2O5S2 in total at a distorted geometry, from the Open Molecules 2025 dataset.

Structure (ORCA input):
```
! RIJCOSX wB97M-V def2-TZVPD def2/J DEFGRID3
* xyz 0 1
F -5.287 0.831 -3.350
C -3.968 0.467 -3.279
C -3.658 -0.889 -3.185
C -2.333 -1.238 -2.980
C -1.306 -0.250 -2.860
C -0.015 -0.671 -2.399
C 1.266 -0.264 -2.892
C 2.299 -1.251 -2.971
C 3.624 -0.902 -3.167
C 3.931 0.454 -3.281
F 5.250 0.823 -3.328
C 2.962 1.452 -3.324
C 1.629 1.079 -3.205
C -1.674 1.103 -3.105
C -3.003 1.469 -3.274
H -4.438 -1.644 -3.257
H -2.048 -2.290 -2.894
H -0.012 -1.569 -1.776
H 2.015 -2.301 -2.861
H 4.407 -1.655 -3.215
H 3.243 2.496 -3.444
H 0.864 1.843 -3.295
H -0.918 1.881 -3.095
H -3.285 2.513 -3.386
C -0.025 1.554 -0.312
O 0.153 1.667 1.141
C 0.110 0.585 1.895
S 1.592 0.032 2.748
O 2.159 -1.103 2.047
O 2.407 1.171 3.126
C 0.727 -0.530 4.218
C -0.658 -0.496 4.189
C -1.400 -0.858 5.315
C -0.730 -1.297 6.458
C 0.669 -1.333 6.486
C 1.405 -0.930 5.371
S -1.433 0.109 2.684
O -2.202 1.290 3.035
O -2.036 -0.992 1.960
H 0.024 2.575 -0.690
H 0.790 0.942 -0.701
H -0.992 1.088 -0.513
H -2.485 -0.786 5.276
H -1.308 -1.597 7.331
H 1.195 -1.663 7.380
H 2.493 -0.916 5.375
*
```

* LUMO level: -3.280 eV
* energy: -2181.8854 Eh

[2]
The following is a quantum chemistry calculation of a structure of composition C20H10Cl3F5N2O7Pd at a distorted geometry, from the Open Molecules 2025 dataset.

Structure (ORCA input):
```
! RIJCOSX wB97M-V def2-TZVPD def2/J DEFGRID3
* xyz -2 3
Pd -0.238 -0.629 0.439
Cl -3.143 -7.466 2.167
C -2.838 -5.785 1.716
C -2.890 -5.404 0.340
C -2.675 -4.050 -0.019
Cl -2.893 -3.624 -1.673
C -2.233 -3.044 0.847
O -2.004 -1.882 0.389
C -2.172 -3.464 2.200
Cl -1.377 -2.408 3.300
C -2.424 -4.757 2.661
H -3.205 -6.095 -0.412
H -2.337 -4.883 3.715
F 2.633 4.721 2.093
C 1.993 3.615 1.568
C 0.644 3.616 1.464
C 0.049 2.375 1.133
C 0.715 1.142 0.921
C 2.114 1.210 1.068
C 2.742 2.396 1.459
H 0.061 4.494 1.615
H -0.971 2.466 0.825
H 2.590 0.208 1.051
H 3.795 2.553 1.567
F 2.735 -2.959 3.407
C 2.523 -3.593 2.273
F 3.728 -3.643 1.668
F 2.165 -4.855 2.589
C 1.396 -2.997 1.324
O 0.599 -3.795 0.874
O 1.413 -1.726 1.272
F 1.819 5.188 -1.306
C 0.782 4.546 -1.924
C 0.675 3.244 -1.878
N -0.296 2.496 -2.583
C -0.484 1.070 -2.415
C 0.868 0.282 -2.282
O 1.748 0.567 -3.071
O 0.949 -0.623 -1.372
C -1.112 3.190 -3.431
O -2.024 2.662 -4.059
N -0.907 4.538 -3.554
C -0.043 5.374 -2.764
O -0.150 6.581 -2.732
H 1.353 2.611 -1.307
H -0.974 0.687 -3.314
H -1.215 0.806 -1.623
H -1.486 5.044 -4.227
*
```

* LUMO level (spin up / spin down): 4.242 / 4.242 eV
* energy: -3412.2426 Eh
* <S²>: 2.0050

[3]
The following is a quantum chemistry calculation of a structure of composition C14H24AuN2O5 at a distorted geometry, from the Open Molecules 2025 dataset.

Structure (ORCA input):
```
! RIJCOSX wB97M-V def2-TZVPD def2/J DEFGRID3
* xyz 1 3
Au 0.385 0.623 -0.383
O 0.678 -0.965 3.373
C 1.018 -0.674 2.258
O 0.584 0.399 1.627
C 2.057 -1.573 1.536
C 2.977 -0.838 0.549
C 4.173 -1.712 0.190
C 3.519 -2.784 -0.717
C 2.048 -2.331 -0.727
O 2.194 -0.884 -0.686
C 1.483 -2.644 0.629
C -0.567 -2.572 0.517
O -0.865 -3.145 1.499
O -0.822 -1.988 -0.491
H 2.613 -2.034 2.352
H 3.191 0.197 0.802
H 4.641 -2.131 1.080
H 4.922 -1.139 -0.351
H 3.632 -3.800 -0.344
H 3.916 -2.749 -1.731
H 1.454 -2.628 -1.585
H 1.531 -3.670 0.973
C 0.212 -0.201 -3.246
N -0.038 1.010 -2.428
C 0.777 2.126 -2.956
C -1.490 1.336 -2.457
C -1.868 2.318 -1.363
N -1.507 1.797 -0.031
C -2.483 0.822 0.492
C -1.272 2.865 0.956
H -0.072 -0.013 -4.284
H -0.370 -1.029 -2.847
H 1.271 -0.443 -3.199
H 0.484 2.342 -3.987
H 1.826 1.841 -2.932
H 0.643 3.017 -2.346
H -2.029 0.398 -2.324
H -1.755 1.740 -3.438
H -2.944 2.516 -1.414
H -1.357 3.271 -1.500
H -3.434 1.325 0.690
H -2.093 0.403 1.418
H -2.638 0.016 -0.221
H -2.200 3.412 1.147
H -0.519 3.554 0.577
H -0.916 2.415 1.879
*
```

* LUMO level (spin up / spin down): -2.337 / -4.801 eV
* energy: -1168.9563 Eh
* <S²>: 2.0095

> Among the records above, which one has the highest energy?

C14H24AuN2O5